## one
Molecular formula: C3H6N2O3P
Method: DFT, ωB97M-V/def2-TZVPD

CARTESIAN COORDINATES (ANGSTROEM)
C1 1.1777 0.3299 -0.2758
C2 0.0861 -1.5661 0.8981
C3 -0.9244 0.0901 -0.9815
N1 0.3825 -0.0778 -1.4089
N2 1.1136 -0.5656 0.9125
O1 0.6829 1.4843 0.1124
O2 -1.5728 2.7080 -0.6266
O3 -1.6438 1.2702 1.3783
P1 -1.0556 1.4912 0.0560
H1 2.3386 0.2820 -0.5908
H2 -0.6777 -1.5874 1.7425
H3 0.5316 -2.5424 0.4882
H4 -1.7158 -0.4067 -1.6058
H5 0.5345 -1.0481 -1.7193
H6 0.7427 0.1384 1.6207

Summary:
* LUMO (spin up / spin down): 3.82 / 3.83 eV
* orbital gap (spin up / spin down): 7.0 / 7.6 eV
* total charge: -1


## two
Molecular formula: C3H6N2O3P
Method: DFT, ωB97M-V/def2-TZVPD

CARTESIAN COORDINATES (ANGSTROEM)
C1 -1.2403 -1.0328 -0.6813
N1 -0.5084 -0.0074 -0.0654
C2 -1.2472 1.0328 0.6231
O1 0.4286 -0.6030 0.9262
P1 1.9856 -0.6104 0.1657
O2 2.9887 -1.0308 1.2098
O3 1.8493 -1.2633 -1.1490
C3 2.1268 1.2548 -0.2681
N2 2.3499 2.3535 -0.5360
H1 -2.1051 -1.5184 -0.0170
H2 -1.7913 -0.4509 -1.4449
H3 -0.6670 -1.8898 -0.9647
H4 -0.5174 1.5306 1.2736
H5 -1.6334 1.7356 -0.2001
H6 -2.0187 0.4996 1.1282

Summary:
* LUMO: 3.73 eV
* orbital gap: 9.1 eV
* total charge: -1
* SMILES: CN(C)O[P@@](=O)([O-])C#N


Which structure is the least stable? The one labeled one.


## one
Molecular formula: C5H11N3O
Method: DFT, ωB97M-V/def2-TZVPD

CARTESIAN COORDINATES (ANGSTROEM)
C1 -1.0904 -0.4888 1.4198
C2 1.1324 1.2710 -0.8481
N1 0.9052 -0.1080 -0.4733
C3 0.9248 -0.4588 0.7430
N2 -1.3851 0.8479 1.5176
C4 -0.7915 -0.7099 -2.6979
C5 1.7059 -0.8590 1.7335
O1 -1.7283 -1.1961 0.5511
N3 -1.3251 -0.1448 -1.7224
H1 -1.5902 -0.7742 -0.5120
H2 -0.8544 -0.9783 2.3650
H3 -0.8577 1.3952 2.1785
H4 -1.6039 1.2987 0.6385
H5 1.2821 1.3339 -1.9243
H6 0.2605 1.8902 -0.6071
H7 1.9917 1.6883 -0.3083
H8 -1.1354 -0.5324 -3.7263
H9 0.0737 -1.3887 -2.6091
H10 1.3042 -1.2381 2.6609
H11 2.7818 -0.8478 1.6210

Summary:
* LUMO (spin up / spin down): -0.86 / -0.86 eV
* orbital gap (spin up / spin down): 6.3 / 6.3 eV
* total charge: 0


## two
Molecular formula: C5H11N3O
Method: DFT, ωB97M-V/def2-TZVPD

CARTESIAN COORDINATES (ANGSTROEM)
C1 0.7816 1.5461 0.9606
C2 -1.6034 1.0158 0.3902
C3 0.4143 -0.4012 -1.4916
C4 0.2062 -0.8731 -0.0723
C5 -0.1447 0.7329 0.0750
N1 -0.7999 -1.8808 0.0817
N2 1.3395 -1.2762 0.7179
O1 0.7234 -1.0920 -2.5828
N3 0.1756 0.8544 -1.3634
H1 0.7314 -0.4923 -3.3431
H2 -1.0008 -2.0270 1.0637
H3 -1.6513 -1.6510 -0.4139
H4 1.5292 -2.2584 0.5484
H5 2.1619 -0.7327 0.4895
H6 0.7704 1.1450 1.9717
H7 1.8001 1.5185 0.5817
H8 -1.8312 0.7184 1.4123
H9 -2.2629 0.4867 -0.2953
H10 -1.7964 2.0819 0.2855
H11 0.4570 2.5848 0.9843

Summary:
* LUMO: 0.79 eV
* orbital gap: 9.9 eV
* total charge: 0


Which structure is the least stable? The one labeled one.


## one
Molecular formula: C5H11N3O
Method: DFT, ωB97M-V/def2-TZVPD

CARTESIAN COORDINATES (ANGSTROEM)
C1 -0.7099 1.2830 1.2729
C2 -0.9756 0.0310 0.4687
N1 -2.2279 -0.5899 0.7206
C3 0.0699 -0.7806 0.0209
N2 0.0296 -2.1451 0.0046
N3 0.9344 -0.0864 -0.7492
C4 2.3613 -0.0172 -0.5158
C5 0.2018 0.8578 -1.5643
O1 0.6502 1.9508 -1.8956
H1 -1.5275 1.9963 1.1343
H2 0.2095 1.7897 0.9778
H3 -0.6294 1.0435 2.3396
H4 -2.9396 -0.2131 0.0966
H5 -2.5624 -0.4082 1.6635
H6 -0.8405 -2.5122 0.3786
H7 0.3692 -2.5967 -0.8335
H8 2.7020 1.0123 -0.6505
H9 2.6088 -0.3258 0.5035
H10 2.8823 -0.6615 -1.2297
H11 -0.6059 0.3721 -2.1429

Summary:
* LUMO: 0.82 eV
* orbital gap: 8.5 eV
* total charge: 0
* SMILES: C/C(N)=C(/N)N(C)C=O


## two
Molecular formula: C5H11N3O
Method: DFT, ωB97M-V/def2-TZVPD

CARTESIAN COORDINATES (ANGSTROEM)
C1 1.1536 1.9700 1.8860
C2 -0.8944 2.3600 0.3653
C3 -0.1449 -0.9109 0.6424
C4 -0.6110 -1.3239 -0.7088
C5 0.3316 -2.0281 -1.7551
H1 0.8024 0.6776 1.8465
H2 2.3372 2.0661 1.2905
H3 1.1246 2.6115 3.0732
H4 -1.2912 3.3577 -0.1367
H5 -1.4541 1.2641 -1.1909
H6 -0.6438 -0.7322 1.5956
H7 0.9371 -1.0197 0.8631
H8 -1.5602 -1.4033 -1.0399
H9 0.0367 -1.5958 -2.5950
H10 1.3853 -2.1576 -1.5916
H11 -0.4859 -3.6425 -1.0328
N1 0.1821 2.7495 1.0141
N2 -1.1807 1.0042 -0.1500
N3 -0.0757 0.1211 -0.3086
O1 0.0512 -3.3680 -2.0673

Summary:
* LUMO: 0.58 eV
* orbital gap: 9.2 eV
* total charge: 0


## three
Molecular formula: C5H11N3O
Method: DFT, ωB97M-V/def2-TZVPD

CARTESIAN COORDINATES (ANGSTROEM)
C1 1.2387 -0.7609 -1.7487
N1 0.4247 0.2406 -1.0371
C2 -0.9662 0.4016 -1.4901
N2 -1.6205 0.4901 -2.4625
H1 0.8652 1.1594 -1.0822
H2 1.3055 -0.5491 -2.8156
H3 0.7268 -1.7156 -1.6445
H4 2.2316 -0.7949 -1.2995
C3 0.5660 0.7500 1.7768
C4 -0.3788 -1.4535 0.9419
C5 -0.2823 0.0402 0.7530
O1 -1.4174 2.0280 0.4972
N3 -1.4626 0.5826 0.3120
H5 -2.2579 2.3001 0.1081
H6 0.0421 0.7156 2.7350
H7 1.5210 0.2412 1.9113
H8 0.6115 -1.9097 0.9788
H9 -0.8807 -1.6573 1.8889
H10 -0.9656 -1.9092 0.1455
H11 0.6991 1.8007 1.5316

Summary:
* LUMO: 0.62 eV
* orbital gap: 8.6 eV
* total charge: 0


Which structure is the least stable? The one labeled two.


## one
Molecular formula: C5H11N3O
Method: DFT, ωB97M-V/def2-TZVPD

CARTESIAN COORDINATES (ANGSTROEM)
C1 -1.7400 -0.2503 0.1209
C2 -1.9149 -0.0855 -1.3853
C3 1.7292 0.2585 -0.8885
C4 1.6232 -0.2591 0.5248
N1 2.4062 -1.3267 0.8097
C5 -0.0985 1.1501 1.3536
O1 -2.9308 -0.2250 0.8151
N2 -1.2163 1.0249 0.7372
N3 0.9102 0.2523 1.4561
H1 -2.5411 0.8830 1.1889
H2 -1.1056 -1.1149 0.3798
H3 3.0832 -1.6669 0.1511
H4 2.4246 -1.6766 1.7534
H5 0.0177 2.0360 1.9755
H6 -0.9598 -0.0692 -1.9124
H7 -2.4478 0.8424 -1.5951
H8 -2.5216 -0.9115 -1.7556
H9 1.0365 1.0796 -1.0491
H10 2.7499 0.5936 -1.0807
H11 1.4957 -0.5346 -1.5992

Summary:
* LUMO: 0.61 eV
* orbital gap: 9.6 eV
* total charge: 0


## two
Molecular formula: C5H11N3O
Method: DFT, ωB97M-V/def2-TZVPD

CARTESIAN COORDINATES (ANGSTROEM)
C1 -0.7257 -0.0579 0.6179
C2 0.5995 0.4834 0.1246
C3 -1.6116 -0.9021 -0.2372
C4 1.5561 -1.2090 -1.5790
N1 -1.1248 0.2449 1.8368
N2 -0.3261 0.7406 2.7305
C5 0.8157 0.0798 -1.3417
N3 0.6099 1.9313 0.2819
O1 0.4442 0.7968 -2.2390
H1 -2.1192 0.0545 2.0369
H2 -0.8307 1.0308 3.5631
H3 1.4034 0.0777 0.7516
H4 0.0317 2.3499 -0.4411
H5 1.5492 2.2976 0.1851
H6 -2.6004 -1.0016 0.2110
H7 -1.7513 -0.4688 -1.2287
H8 -1.1997 -1.9063 -0.3732
H9 2.6231 -1.0077 -1.4764
H10 1.2877 -1.9579 -0.8378
H11 1.3690 -1.5761 -2.5852

Summary:
* LUMO (spin up / spin down): 0.80 / 0.80 eV
* orbital gap (spin up / spin down): 8.1 / 8.1 eV
* total charge: 0


Which structure is the least stable? The one labeled two.


## one
Molecular formula: C10H14N4O
Method: DFT, ωB97M-V/def2-TZVPD

CARTESIAN COORDINATES (ANGSTROEM)
C1 2.6876 -1.2082 -0.8807
C2 1.6616 -0.1739 -0.7474
C3 2.1612 0.9009 0.0082
C4 1.1921 1.9664 0.4955
C5 -1.3154 2.2657 0.0547
C6 0.1326 2.0962 -0.5211
C7 -1.6753 0.9183 -0.6201
C8 -0.8680 -1.0933 0.0099
C9 -0.1038 -1.7304 1.1566
C10 -1.3749 -2.0941 -0.9829
N1 3.6982 -0.7384 -0.1898
N2 3.4108 0.5113 0.2725
N3 0.3393 -0.1945 -1.1698
N4 -0.3019 0.9672 -1.3287
O1 -1.7135 -0.1364 0.3511
H1 2.5691 -2.0964 -1.5005
H2 0.6917 1.4564 1.3171
H3 1.7111 2.9082 0.6242
H4 -1.3057 2.1605 1.1602
H5 -1.8684 3.0693 -0.3777
H6 0.3203 2.8951 -1.1735
H7 -2.5079 0.7277 -1.3120
H8 0.0685 -2.7881 0.8780
H9 -0.5642 -1.7082 2.1085
H10 0.9213 -1.5126 1.2736
H11 -1.6608 -1.5663 -1.8550
H12 -2.2178 -2.6688 -0.7133
H13 -0.5316 -2.8581 -1.3237
H14 4.1359 1.0674 0.7427

Summary:
* LUMO: 0.85 eV
* orbital gap: 7.7 eV
* total charge: 0


## two
Molecular formula: C10H14N4O
Method: DFT, ωB97M-V/def2-TZVPD

CARTESIAN COORDINATES (ANGSTROEM)
C1 0.4174 2.7333 -0.9141
O1 0.2035 1.2511 -0.8283
C2 1.1273 0.3820 -0.3769
C3 2.4835 0.3413 -0.7248
C4 3.2680 -0.5024 0.0404
C5 2.8499 -1.5262 0.6543
C6 1.4125 -1.7098 0.8022
C7 0.5291 -0.6971 0.3913
N1 -0.8786 -1.0039 0.2741
C8 -1.4204 -1.8187 -0.7703
C9 -2.4819 -0.9359 -1.3105
N2 -3.0618 -0.5842 0.1236
C10 -1.8457 -0.0908 0.6217
N3 -1.9222 0.9151 1.4465
N4 -0.6189 1.4456 1.9222
H1 1.3577 3.0442 -1.3613
H2 -0.5292 3.0748 -1.4431
H3 0.2922 2.9576 0.1545
H4 2.8168 1.3782 -1.1102
H5 4.3192 -0.2328 0.1224
H6 3.4862 -2.3054 1.0673
H7 0.9853 -2.4865 1.4453
H8 -0.6521 -2.0755 -1.4917
H9 -1.8235 -2.6863 -0.1126
H10 -3.1396 -1.7132 -1.7721
H11 -2.1034 -0.3534 -2.0598
H12 -4.0486 0.0447 0.1364
H13 -0.2188 0.7163 2.5345
H14 -0.8040 2.4377 2.5389

Summary:
* LUMO: 0.88 eV
* orbital gap: 8.5 eV
* total charge: 0
* SMILES: COc1ccccc1N1CCN/C1=N/N


Which structure is the least stable? The one labeled two.